(1)
45
Properties=species:S:1:pos:R:3:forces:R:3 method="wB97M-V/def2-TZVPD" de_lowest_kj_mol=396.5 e_lumo_ev=-1.19 spin_multiplicity=1 fmax_ev_per_a=1.49 orbital_gap_ev=4.5
C 2.38358 4.33458 0.93159 0.0 0.1 0.2
C 2.91481 2.90240 1.03129 0.1 0.1 -0.5
C 1.82625 1.88048 1.31748 -0.1 -0.2 0.8
N 0.65472 2.07488 0.46404 -0.8 -0.5 -0.4
C 0.04325 1.01559 -0.02572 -0.1 1.0 0.6
C -0.93714 1.08305 -1.07454 -0.8 0.4 -0.8
C -0.91261 2.07852 -2.09135 -0.4 -0.1 0.6
C -2.04471 2.28546 -2.87781 0.0 -0.2 0.1
C -3.17683 1.46980 -2.71143 0.4 -0.3 0.1
C -3.14446 0.39777 -1.80560 -0.2 0.1 -0.3
C -2.02154 0.17979 -1.02140 0.5 0.4 0.5
C 0.07090 3.43153 0.51746 0.3 0.4 -0.3
C 1.10041 4.47092 0.11020 0.1 0.1 -0.2
H 2.18562 4.69677 1.94633 0.0 0.0 0.0
H 3.15315 4.98785 0.50926 -0.1 -0.1 0.1
H 3.42926 2.62777 0.10707 0.0 0.0 0.0
H 3.65131 2.83876 1.83765 0.0 0.0 -0.1
H 2.17993 0.85606 1.17210 -0.1 0.1 0.0
H 1.50021 1.99751 2.35814 0.0 -0.1 0.0
H 0.23228 0.07377 0.47364 0.5 -0.4 -0.5
H -0.02347 2.70202 -2.22768 -0.3 -0.2 0.1
H -2.05295 3.08847 -3.61890 0.0 -0.3 0.2
H -4.05657 1.62395 -3.33765 0.2 0.0 0.2
H -4.00576 -0.26966 -1.70494 0.3 0.3 -0.1
H -1.96077 -0.62962 -0.28967 -0.2 0.1 -0.3
H -0.83592 3.50647 -0.08975 0.3 -0.3 0.2
H -0.20636 3.61766 1.56728 0.1 -0.3 -0.1
H 0.66518 5.46422 0.26323 0.1 -0.1 0.0
H 1.31178 4.38479 -0.96435 0.0 -0.1 0.2
C -1.20496 -5.74853 2.63423 0.6 0.7 -0.3
O -0.37166 -4.58258 2.42366 -0.5 -0.6 0.5
C -0.01639 -4.23411 1.14879 -0.2 -0.3 -1.2
C -0.25357 -5.07877 0.03875 -0.2 0.0 0.9
C 0.13591 -4.64488 -1.22831 0.0 -0.1 -0.1
C 0.69116 -3.40543 -1.44309 0.0 0.8 0.6
C 0.84341 -2.45714 -0.35045 -0.6 -1.4 0.0
O 1.14555 -1.23528 -0.55229 0.6 0.4 0.1
C 0.55489 -2.97239 0.96519 -0.3 -0.1 -0.6
H -1.36987 -5.77595 3.71390 0.0 -0.1 -0.2
H -2.17002 -5.65652 2.10940 0.3 0.0 0.1
H -0.70408 -6.67419 2.30768 -0.1 0.3 0.1
H -0.78328 -6.02588 0.16851 0.4 0.3 -0.1
H -0.02140 -5.31587 -2.07453 0.0 0.2 0.1
H 0.93410 -3.05368 -2.44020 0.0 -0.1 0.0
H 0.66667 -2.31038 1.81279 0.1 0.0 0.2

=====

(2)
45
Properties=species:S:1:pos:R:3:forces:R:3 method="wB97M-V/def2-TZVPD" smiles="CCc1ccc(OCCCC(=O)NCc2ccccc2)cc1" de_lowest_kj_mol=64.1 e_lumo_ev=0.71 spin_multiplicity=1 fmax_ev_per_a=0.68 orbital_gap_ev=8.7
C -6.35869 -1.51957 1.43310 0.0 -0.2 -0.1
H -6.83691 -0.56899 1.20742 -0.1 0.1 0.0
H -7.11957 -2.22116 1.76849 -0.1 0.0 0.1
H -5.65013 -1.36092 2.24295 0.0 0.0 0.1
C -5.63706 -2.05732 0.19583 0.0 0.2 0.2
C -4.58702 -1.08709 -0.26726 0.0 -0.2 0.0
C -3.29047 -1.15223 0.21880 -0.2 0.0 -0.1
C -2.32138 -0.23923 -0.16275 0.3 0.2 -0.1
C -2.64758 0.77440 -1.05637 -0.2 -0.1 -0.1
C -3.94992 0.84890 -1.55061 0.2 0.1 0.0
C -4.90179 -0.06796 -1.15871 0.1 0.0 0.0
H -5.90533 0.00578 -1.55356 -0.1 0.0 -0.1
H -4.18916 1.63815 -2.24647 0.0 0.1 -0.1
O -1.78894 1.72772 -1.53154 -0.3 0.0 -0.1
C -0.46438 1.76190 -1.05286 0.3 0.1 0.3
C -0.35972 2.38902 0.34099 0.0 -0.2 -0.2
H -0.96445 1.81027 1.04042 0.0 0.1 0.0
H -0.76101 3.40327 0.30071 0.0 0.0 0.0
C 1.08421 2.41658 0.83279 -0.5 -0.2 -0.1
C 1.60571 1.01640 1.13117 0.3 0.6 0.0
O 0.90008 0.03138 1.18579 -0.4 -0.4 0.0
N 2.93644 0.97542 1.36429 0.4 0.0 0.1
H 3.48849 1.80979 1.24460 -0.2 0.0 -0.1
C 3.65568 -0.26409 1.58418 -0.1 -0.1 0.0
C 4.52713 -0.60435 0.40287 0.1 0.0 0.1
C 3.94511 -0.78810 -0.84621 0.0 0.0 0.0
C 4.72803 -1.07579 -1.94864 -0.1 0.0 0.0
C 6.10252 -1.18527 -1.81370 0.1 0.0 0.0
C 6.68876 -1.00522 -0.57314 0.1 0.0 -0.1
C 5.90450 -0.71150 0.52963 -0.1 0.0 0.1
H 6.36628 -0.57087 1.49690 0.0 0.0 0.1
H 7.75982 -1.09091 -0.46294 0.1 0.0 0.0
H 6.71466 -1.41209 -2.67392 0.1 0.0 -0.1
H 4.26609 -1.21846 -2.91436 0.0 0.0 -0.1
H 2.87223 -0.70886 -0.94520 -0.1 0.0 0.0
H 2.89161 -1.03389 1.72808 0.2 0.1 0.1
H 4.25673 -0.17997 2.49488 -0.1 -0.1 -0.1
H 1.72966 2.89022 0.08906 0.1 0.1 0.1
H 1.14668 2.99839 1.75587 0.1 0.0 0.0
H -0.02464 0.75856 -1.05149 0.0 0.1 0.0
H 0.07685 2.37873 -1.77839 0.0 -0.1 0.1
H -1.32885 -0.33752 0.24781 0.2 0.1 0.0
H -3.02123 -1.93491 0.91399 0.0 -0.1 0.1
H -5.17380 -3.01593 0.43866 0.0 0.0 -0.1
H -6.36524 -2.22267 -0.60118 0.0 -0.1 0.0

=====

(3)
53
Properties=species:S:1:pos:R:3:forces:R:3 method="wB97M-V/def2-TZVPD" de_lowest_kj_mol=0.0 e_lumo_ev=-1.74 spin_multiplicity=1 fmax_ev_per_a=0.85 orbital_gap_ev=5.7
W 1.36395 -0.48115 -0.80688 0.5 -0.6 -0.3
Te 0.21722 -3.19085 -2.05657 -0.2 0.0 -0.1
Te 1.79131 -5.06400 -3.06877 0.0 -0.1 0.0
Te 3.84649 -3.41273 -3.85876 0.0 -0.1 0.0
Te 2.95858 -0.98565 -3.11986 -0.2 0.2 0.2
C 2.75444 -3.29321 -0.12093 0.0 0.0 -0.1
C 1.43665 -2.57793 -0.29921 0.1 0.1 0.3
O 1.49709 0.27781 0.84723 -0.2 0.3 -0.1
C 0.48201 -2.75933 0.83880 0.0 0.0 -0.1
C 0.48989 -3.75632 1.80499 0.0 0.0 0.0
C -0.62084 -3.91162 2.62600 0.0 0.0 0.0
C -1.74167 -3.10485 2.45979 0.0 0.0 0.0
C -1.75346 -2.09338 1.50799 0.0 0.0 0.1
C -0.61045 -1.90371 0.75372 0.0 0.0 -0.2
O -0.50023 -0.94762 -0.20790 -0.2 -0.1 0.0
H 3.44570 -3.12910 -0.94385 0.0 0.0 0.0
H 2.61318 -4.37261 -0.02223 0.0 0.0 0.0
H 3.22118 -2.92735 0.79800 0.0 0.0 0.0
H 1.33402 -4.42656 1.90034 0.0 0.0 0.0
H -0.62485 -4.68569 3.38179 0.0 0.0 0.0
H -2.61111 -3.25909 3.08537 0.0 0.0 0.0
H -2.60876 -1.44404 1.37108 0.0 0.0 0.0
C -1.85887 -0.27353 -2.77398 0.0 0.0 0.0
Si -0.48219 0.79965 -2.10109 0.1 0.1 -0.1
C 0.15202 1.80837 -3.55267 0.0 0.0 0.0
C -1.16715 1.97371 -0.77374 0.0 0.0 0.0
C -2.18927 2.76108 -1.31430 0.0 0.0 0.0
C -2.86743 3.71384 -0.56886 0.0 0.0 0.0
C -2.52780 3.90247 0.75771 0.0 0.0 0.0
C -1.51307 3.13653 1.30972 0.0 0.0 0.0
C -0.81723 2.17191 0.57363 0.0 -0.1 0.0
Si 0.49107 1.39313 1.67817 0.1 0.0 0.2
C -0.31771 0.47647 3.08421 0.0 0.0 0.0
C 1.66283 2.66092 2.37542 0.0 0.0 0.0
H -2.64587 0.38159 -3.15809 0.0 0.0 0.0
H -2.29342 -0.92121 -2.01475 0.0 0.0 0.0
H -1.50369 -0.88044 -3.60862 0.0 0.0 0.0
H -0.68699 2.32098 -4.03153 0.0 0.0 0.0
H 0.60704 1.14856 -4.29398 0.0 0.0 0.0
H 0.87926 2.56273 -3.25954 0.0 0.0 0.0
H -2.47152 2.63618 -2.35508 0.0 0.0 0.0
H -3.65146 4.30383 -1.02591 0.0 0.0 0.0
H -3.03983 4.64352 1.35774 0.0 0.0 0.0
H -1.24993 3.31011 2.35007 0.0 0.0 0.0
H -0.52176 1.16787 3.90510 0.0 0.0 0.0
H 0.33876 -0.30952 3.46499 0.0 0.0 0.0
H -1.25884 0.02144 2.78925 0.0 0.0 0.0
H 1.24475 3.13550 3.26499 0.0 0.0 0.0
H 1.90462 3.43671 1.65133 0.0 0.0 0.0
H 2.58785 2.16082 2.67304 0.0 0.0 0.0
S 3.00600 1.31198 -1.42195 -0.1 0.3 0.0
C 2.16527 2.74942 -1.05821 0.1 -0.2 0.2
N 1.64425 3.74439 -0.79319 0.0 0.1 -0.1

=====

(4)
45
Properties=species:S:1:pos:R:3:forces:R:3 method="wB97M-V/def2-TZVPD" smiles=c1ccc(SCCOCCN2CCc3ccccc3C2)cc1 de_lowest_kj_mol=152.3 e_lumo_ev=0.79 spin_multiplicity=1 fmax_ev_per_a=0.64 orbital_gap_ev=8.8
C -4.02955 1.31356 1.40841 -0.1 0.0 0.0
C -3.13957 2.37128 1.45259 -0.1 0.1 0.0
C -1.85573 2.19721 1.94266 0.0 0.0 0.0
C -1.45229 0.94667 2.38860 0.3 0.1 0.1
C -2.35129 -0.11813 2.34978 0.1 0.1 0.1
C -3.63040 0.06678 1.86553 0.0 0.0 0.0
H -4.31681 -0.76648 1.83884 -0.1 -0.1 0.0
H -2.02782 -1.08593 2.70196 0.0 -0.2 0.0
S 0.14804 0.56700 3.04028 0.1 0.0 0.2
C 1.12205 2.09547 2.86844 -0.4 -0.4 -0.4
C 1.57312 2.34706 1.43790 0.0 0.2 0.0
O 2.43802 1.30331 1.06823 -0.1 -0.1 0.2
C 3.09932 1.47714 -0.16295 0.0 0.0 -0.4
C 2.21805 1.35658 -1.42651 0.2 0.1 0.4
N 1.57836 0.08748 -1.67426 0.0 -0.1 0.0
C 2.46970 -1.04976 -1.77427 -0.1 -0.1 -0.3
C 1.76334 -2.13365 -2.58463 0.2 0.1 0.1
C 0.39889 -2.41914 -2.02535 0.0 0.0 0.0
C -0.26251 -3.59814 -2.34647 -0.1 0.0 0.0
C -1.53007 -3.85648 -1.86041 0.0 -0.1 -0.1
C -2.15366 -2.92753 -1.04386 -0.1 0.0 0.1
C -1.50324 -1.75241 -0.71993 0.0 0.0 0.0
C -0.22723 -1.48868 -1.20227 0.0 -0.1 -0.1
C 0.46686 -0.21843 -0.79540 -0.1 0.1 0.2
H -0.24832 0.61025 -0.83756 0.0 0.0 0.1
H 0.79117 -0.33281 0.25484 -0.1 0.1 -0.1
H -1.98647 -1.02455 -0.08389 0.0 0.1 0.0
H -3.14593 -3.11816 -0.66198 -0.1 0.0 0.0
H -2.03141 -4.77802 -2.11801 0.0 -0.1 0.0
H 0.22725 -4.31894 -2.98656 0.1 -0.1 -0.1
H 2.36416 -3.04559 -2.60273 0.0 0.0 0.0
H 1.65072 -1.78469 -3.61539 0.1 0.0 0.0
H 3.38517 -0.74111 -2.28533 0.0 0.0 0.1
H 2.74060 -1.44993 -0.78250 0.1 0.0 0.0
H 1.43664 2.12158 -1.40424 0.1 0.0 -0.1
H 2.86753 1.57125 -2.28232 0.0 0.1 0.1
H 3.59642 2.46052 -0.18364 0.0 -0.1 0.0
H 3.86624 0.69921 -0.17493 0.0 0.1 -0.1
H 0.70362 2.39477 0.76717 0.1 0.0 0.1
H 2.10102 3.31541 1.38700 -0.1 -0.1 0.0
H 1.99420 1.92134 3.49781 0.0 0.1 0.0
H 0.54982 2.93275 3.26437 0.1 0.1 0.0
H -1.18903 3.04499 1.97395 0.1 0.0 0.0
H -3.44185 3.34829 1.10425 0.0 0.1 0.0
H -5.02716 1.45865 1.02275 -0.1 0.0 0.0

=====

(5)
48
Properties=species:S:1:pos:R:3:forces:R:3 method="wB97M-V/def2-TZVPD" charge=-2 e_lumo_ev="5.35 / 5.32" spin_multiplicity=5 fmax_ev_per_a=4.41 orbital_gap_ev="2.8 / 4.9"
Co -0.30779 -0.69013 0.52838 1.5 0.9 -0.9
C 0.72124 -2.20100 2.01536 0.1 -0.3 0.9
C -0.69712 -2.30572 2.00403 -0.1 -0.9 -0.7
C -1.10084 -2.63043 0.65842 0.5 -1.0 0.0
H -1.39124 -2.21670 2.83625 0.3 0.2 -0.1
C 0.10243 -2.76110 -0.13393 -0.1 -0.5 1.5
C 1.21758 -2.45346 0.71968 -0.5 -0.7 -0.7
H 2.26385 -2.40876 0.39680 -0.7 0.1 0.3
H 1.32800 -1.96258 2.90663 -0.5 0.1 -0.9
H -2.11598 -2.80762 0.30353 0.3 0.0 0.2
H 0.14962 -3.07866 -1.16134 0.0 0.2 0.2
C 2.22394 1.54604 1.39106 0.4 -0.4 -1.9
C 2.98703 0.38614 1.05848 0.0 0.6 0.1
C 2.82385 0.09750 -0.32703 -0.9 2.0 0.6
H 3.61740 -0.16413 1.76553 -0.3 0.1 -0.2
C 1.93565 1.09169 -0.85706 1.1 0.2 0.7
C 1.55670 1.97991 0.18824 1.4 -1.0 0.3
H 0.91749 2.84031 0.08181 -0.2 0.2 0.0
H 2.21965 2.05299 2.33692 -0.1 0.0 0.4
H 3.26964 -0.68166 -0.89736 0.3 -0.6 -0.3
H 1.67737 1.20057 -1.90343 -0.1 -0.1 0.3
O -0.25907 -0.18383 -1.40117 -2.4 0.3 3.7
C -0.33234 -0.27516 -3.18554 -0.6 0.4 -3.3
C -1.83296 -0.10845 -2.95000 1.0 0.1 0.5
C 0.25907 -1.59021 -3.48700 0.1 0.3 -0.3
C 0.25388 0.90762 -3.88895 0.1 -0.4 0.0
C -1.63811 0.29730 -1.49964 1.1 -0.1 0.2
H -2.39765 -1.03578 -3.00352 -0.2 -0.1 -0.4
H -2.25203 0.74126 -3.48688 -0.4 -0.3 -0.6
H -1.58556 1.39790 -1.38636 -0.5 -0.5 0.1
H -2.36548 -0.13307 -0.75708 0.7 0.4 -0.7
H -0.29950 -2.08369 -4.28806 -0.3 -0.5 -0.4
H 0.23918 -2.23333 -2.60662 0.2 0.0 -0.4
H 1.28090 -1.46141 -3.86387 0.0 -0.2 0.3
H -0.18753 1.00905 -4.90048 -0.3 0.2 -0.3
H 1.33066 0.78946 -4.07981 -0.2 0.2 0.4
H 0.03921 1.84910 -3.35918 0.3 -0.2 -0.1
O -2.49951 1.39333 0.81731 1.3 0.3 2.4
C -1.73519 1.38764 1.81088 0.0 -0.9 -1.2
C -1.96135 2.22198 3.05408 -1.2 0.6 -0.4
C -0.98263 1.70513 4.03772 0.8 0.4 1.1
C -0.10353 0.74130 3.26293 0.7 -0.6 -0.9
O 0.88082 0.19340 3.74553 -1.1 0.4 -0.1
N -0.59496 0.59608 1.96405 -1.7 1.7 1.3
H -1.81372 3.28262 2.81786 -0.1 -0.2 -0.1
H -3.00512 2.09475 3.38597 0.3 0.1 -0.3
H -0.36313 2.50331 4.48938 -0.1 -0.5 -0.1
H -1.47278 1.16049 4.84750 0.2 0.0 0.1